Computed, not measured: a cluster of 6 separate species, C38H40FN2O15PS in total in a non-equilibrium geometry, with ωB97M-V with the def2-TZVPD basis set.

Calculated values
- energy (hartree) = -3549.3795
- relative energy (zero: lowest compared OMol25 entry of this formula, charge and spin) (kcal/mol) = 19.3
- orbital gap (eV) = 8.2
- SMILES = CCOP(=O)(CCN(CNC)S(=O)(=O)F)OCC.O=C1C=CC(=O)C=C1.O=C1C=CC(=O)C=C1.O=C1C=CC(=O)C=C1.O=C1C=CC(=O)C=C1.O=C1C=CC(=O)C=C1

Structure (ORCA input):
```
! RIJCOSX wB97M-V def2-TZVPD def2/J DEFGRID3
* xyz 0 1
C 3.39 -1.61 0.38
C 1.96 -1.76 1.01
O 1.12 -2.41 0.04
P 0.02 -1.43 -0.67
O -0.66 -2.23 -1.75
C 0.78 0.08 -1.45
C 0.25 1.42 -0.84
N 1.27 2.48 -0.61
C 2.30 2.13 0.38
N 2.06 2.79 1.66
C 0.83 2.29 2.32
S 1.94 3.06 -2.02
O 2.65 4.29 -1.71
O 2.81 2.12 -2.71
F 0.67 3.48 -2.89
O -1.10 -1.03 0.47
C -2.32 -0.52 -0.12
C -2.88 0.72 0.63
H 3.85 -0.64 0.62
H 3.26 -1.65 -0.72
H 4.03 -2.46 0.64
H 2.07 -2.36 1.92
H 1.54 -0.79 1.33
H 0.56 -0.03 -2.52
H 1.88 0.00 -1.37
H -0.45 1.84 -1.59
H -0.33 1.30 0.08
H 2.40 1.05 0.55
H 3.27 2.51 0.01
H 2.83 2.52 2.26
H -0.03 2.71 1.77
H 0.77 1.19 2.17
H 0.78 2.57 3.39
H -2.19 -0.25 -1.18
H -3.07 -1.33 -0.03
H -3.25 1.44 -0.11
H -3.75 0.46 1.25
H -2.12 1.24 1.24
O 3.51 8.88 4.38
C 3.02 7.77 4.42
C 2.22 7.32 5.59
C 1.68 6.11 5.63
C 1.86 5.15 4.52
O 1.37 4.04 4.56
C 2.66 5.59 3.35
C 3.19 6.81 3.31
H 2.10 8.04 6.39
H 1.10 5.76 6.47
H 2.78 4.88 2.54
H 3.78 7.16 2.46
O 7.01 -0.60 -6.76
C 6.13 -0.79 -5.95
C 5.77 -2.16 -5.51
C 4.80 -2.38 -4.62
C 4.05 -1.26 -4.03
O 3.17 -1.45 -3.21
C 4.40 0.12 -4.46
C 5.37 0.33 -5.35
H 6.34 -2.97 -5.96
H 4.53 -3.37 -4.29
H 3.83 0.92 -4.01
H 5.64 1.33 -5.68
O -2.54 -5.47 -4.15
C -2.94 -5.51 -3.00
C -2.57 -4.47 -2.02
C -3.01 -4.52 -0.76
C -3.89 -5.62 -0.30
O -4.29 -5.66 0.85
C -4.26 -6.66 -1.28
C -3.82 -6.62 -2.54
H -1.93 -3.67 -2.37
H -2.75 -3.77 -0.03
H -4.90 -7.46 -0.92
H -4.07 -7.37 -3.27
O -1.27 -6.73 5.72
C -2.32 -7.16 5.29
C -3.08 -8.21 6.01
C -4.23 -8.67 5.54
C -4.81 -8.16 4.28
O -5.86 -8.59 3.85
C -4.06 -7.11 3.55
C -2.90 -6.64 4.02
H -2.64 -8.57 6.93
H -4.80 -9.44 6.05
H -4.49 -6.74 2.63
H -2.33 -5.88 3.51
O -2.21 4.92 -0.36
C -2.49 5.35 -1.47
C -1.43 5.59 -2.48
C -1.73 6.07 -3.69
C -3.13 6.37 -4.07
O -3.40 6.80 -5.17
C -4.18 6.13 -3.06
C -3.88 5.65 -1.85
H -0.42 5.37 -2.18
H -0.97 6.25 -4.44
H -5.20 6.35 -3.36
H -4.64 5.47 -1.10
*
```

List of Mulliken charges in e, atom by atom:
1. C -0.866
2. C 0.479
3. O -0.499
4. P 0.884
5. O -0.754
6. C -0.249
7. C -0.290
8. N 0.339
9. C -0.652
10. N -0.286
11. C -0.682
12. S 1.061
13. O -0.631
14. O -0.599
15. F -0.181
16. O -0.444
17. C -0.201
18. C -1.122
19. H 0.255
20. H 0.145
21. H 0.351
22. H 0.533
23. H -0.540
24. H 0.489
25. H 0.254
26. H 0.476
27. H -0.582
28. H -0.142
29. H 0.701
30. H 0.330
31. H 0.099
32. H 0.050
33. H 0.572
34. H 0.352
35. H 0.386
36. H 0.289
37. H 0.386
38. H 0.203
39. O -0.542
40. C 0.277
41. C -0.420
42. C -0.436
43. C 0.457
44. O -0.552
45. C -0.105
46. C -0.501
47. H 0.400
48. H 0.427
49. H 0.521
50. H 0.448
51. O -0.554
52. C 0.328
53. C -0.403
54. C -0.381
55. C 0.232
56. O -0.415
57. C -0.353
58. C -0.513
59. H 0.401
60. H 0.437
61. H 0.855
62. H 0.461
63. O -0.555
64. C 0.122
65. C -0.228
66. C -0.101
67. C 0.043
68. O -0.551
69. C -0.376
70. C -0.467
71. H 0.801
72. H 0.430
73. H 0.452
74. H 0.415
75. O -0.551
76. C 0.341
77. C -0.394
78. C -0.376
79. C 0.292
80. O -0.547
81. C -0.364
82. C -0.407
83. H 0.402
84. H 0.411
85. H 0.756
86. H 0.491
87. O -0.544
88. C 0.269
89. C -0.243
90. C -0.294
91. C 0.328
92. O -0.545
93. C -0.383
94. C -0.386
95. H 0.492
96. H 0.433
97. H 0.411
98. H 0.439

***

Computed, not measured: a structure of composition C29H37N6O3RhS2Sb2, with ωB97M-V with the def2-TZVPD basis set.

Calculated values
- energy (hartree) = -3068.3707
- relative energy (zero: lowest compared OMol25 entry of this formula, charge and spin) (kcal/mol) = 7.0
- orbital gap (alpha / beta) (eV) = 6.1 / 5.2

Structure (ORCA input):
```
! RIJCOSX wB97M-V def2-TZVPD def2/J DEFGRID3
* xyz 2 5
Rh -0.05 -0.22 -0.89
O -6.67 4.24 -1.54
C -5.40 4.15 -1.98
O -5.02 4.83 -2.89
C -4.49 3.17 -1.29
C -3.13 3.45 -1.28
C -2.24 2.54 -0.76
C -2.67 1.30 -0.27
C -4.03 1.03 -0.27
C -4.94 1.96 -0.77
N -1.71 0.35 0.17
C -2.02 -0.59 1.10
C -1.04 -1.53 1.44
C -1.17 -2.50 2.45
C -0.12 -3.31 2.76
C 1.10 -3.15 2.08
C 1.18 -2.20 1.09
N 0.15 -1.42 0.74
H -6.81 3.73 -0.75
H -2.79 4.40 -1.69
H -1.17 2.75 -0.75
H -4.40 0.06 0.08
H -5.99 1.70 -0.80
H -2.98 -0.57 1.61
H -2.12 -2.58 2.97
H -0.21 -4.06 3.54
H 1.97 -3.74 2.33
H 2.10 -2.03 0.57
C -0.91 0.62 4.48
Sb 0.04 1.34 2.70
C -1.03 3.18 2.53
C 2.06 2.06 3.42
C 2.23 3.42 2.91
C 1.79 4.49 3.73
C 1.88 5.80 3.31
C 2.41 6.07 2.05
C 2.86 5.04 1.24
C 2.80 3.70 1.64
C 3.38 2.65 0.75
Sb 2.00 1.73 -0.70
C 3.56 1.28 -2.09
C 1.34 3.56 -1.60
H -0.82 1.41 5.24
H -0.43 -0.30 4.82
H -1.96 0.44 4.26
H -1.01 3.64 3.52
H -2.06 2.96 2.23
H -0.56 3.85 1.80
H 2.78 1.31 3.09
H 1.90 2.01 4.50
H 1.38 4.26 4.71
H 1.56 6.60 3.96
H 2.49 7.10 1.71
H 3.30 5.27 0.28
H 3.85 1.82 1.28
H 4.11 3.09 0.07
H 4.13 2.19 -2.26
H 3.12 0.93 -3.02
H 4.21 0.50 -1.68
H 2.21 4.04 -2.05
H 0.91 4.22 -0.85
H 0.60 3.33 -2.36
N -2.85 -0.08 -5.36
C -2.24 1.10 -5.54
N -2.51 1.80 -6.64
N -1.39 1.62 -4.68
C -0.98 1.18 -3.54
N -0.53 0.91 -2.50
H -3.50 -0.45 -6.03
H -2.66 -0.63 -4.55
H -3.17 1.48 -7.33
H -2.10 2.71 -6.75
C 3.01 -4.84 -1.55
O 2.00 -3.79 -1.62
C 2.26 -2.73 -2.33
S 3.64 -2.33 -3.10
S 1.11 -1.47 -2.52
H 2.57 -5.63 -0.96
H 3.92 -4.47 -1.09
H 3.23 -5.20 -2.55
*
```

List of Mulliken charges in e, atom by atom:
1. Rh -0.151
2. O -0.455
3. C 0.533
4. O -0.530
5. C 0.459
6. C -0.740
7. C 0.417
8. C -0.552
9. C -0.666
10. C -0.984
11. N 0.363
12. C -0.836
13. C 0.510
14. C -1.181
15. C -0.331
16. C -1.190
17. C -0.332
18. N 0.523
19. H 0.320
20. H 0.513
21. H 0.443
22. H 0.491
23. H 0.397
24. H 0.484
25. H 0.529
26. H 0.469
27. H 0.510
28. H 0.756
29. C -1.309
30. Sb 0.680
31. C -1.380
32. C -1.484
33. C 0.650
34. C -0.609
35. C -0.730
36. C -0.723
37. C -0.555
38. C 1.074
39. C -1.769
40. Sb 0.990
41. C -1.324
42. C -1.383
43. H 0.519
44. H 0.388
45. H 0.399
46. H 0.590
47. H 0.498
48. H 0.261
49. H 0.407
50. H 0.699
51. H 0.456
52. H 0.439
53. H 0.447
54. H 0.404
55. H 0.719
56. H 0.661
57. H 0.486
58. H 0.439
59. H 0.344
60. H 0.483
61. H 0.385
62. H 0.354
63. N -0.326
64. C 0.686
65. N -0.366
66. N -0.635
67. C 0.520
68. N -0.074
69. H 0.201
70. H 0.151
71. H 0.189
72. H 0.239
73. C -0.888
74. O -0.200
75. C 0.231
76. S -0.063
77. S 0.000
78. H 0.258
79. H 0.391
80. H 0.411

***

Computed, not measured: a cluster of 9 separate species, C12H42BF4N2O8 in total in a non-equilibrium geometry, with ωB97M-V with the def2-TZVPD basis set.

Calculated values
- energy (hartree) = -1618.3724
- relative energy (zero: lowest compared OMol25 entry of this formula, charge and spin) (kcal/mol) = 0.0
- orbital gap (eV) = 8.7

Structure (ORCA input):
```
! RIJCOSX wB97M-V def2-TZVPD def2/J DEFGRID3
* xyz -1 1
B 0.09 0.48 -1.38
F 0.14 1.83 -1.33
F 1.28 0.07 -1.92
F -0.07 -0.13 -0.15
F -0.97 0.14 -2.12
C 1.82 -2.32 -4.15
C 1.43 -3.26 -3.01
O 0.63 -2.54 -2.08
H 0.98 -1.66 -4.35
H 1.90 -2.93 -5.05
H 2.80 -1.87 -3.97
H 2.38 -3.54 -2.56
H 0.89 -4.15 -3.32
H 0.94 -1.69 -1.78
C -4.15 -1.99 -4.78
C -2.76 -1.63 -4.24
O -2.26 -2.51 -3.28
H -4.94 -1.91 -4.03
H -4.05 -3.04 -5.08
H -4.40 -1.42 -5.67
H -2.91 -0.72 -3.66
H -1.99 -1.50 -5.00
H -1.54 -2.02 -2.87
O -0.29 -3.19 0.27
H -0.47 -2.25 0.38
H 0.29 -3.24 -0.49
O 0.74 2.04 -3.95
H -0.20 1.92 -4.01
H 0.94 2.02 -3.02
O 3.10 1.93 0.64
H 3.15 2.15 1.57
H 2.16 1.78 0.49
O -1.95 3.25 -1.79
H -2.51 3.18 -1.02
H -1.27 2.58 -1.65
C 3.35 -1.69 1.86
C 2.09 -1.98 2.72
C 2.46 -1.96 4.22
O 2.82 -0.61 4.65
C 3.27 -0.63 6.11
N 1.16 -0.94 2.47
H 3.19 -1.55 0.79
H 4.03 -2.53 2.01
H 3.84 -0.79 2.24
H 1.62 -2.94 2.52
H 3.37 -2.53 4.41
H 1.70 -2.48 4.79
H 3.56 0.36 6.43
H 3.96 -1.45 6.31
H 2.47 -0.76 6.84
H 0.95 -0.83 1.49
H 1.68 -0.17 2.85
C -0.41 4.16 1.39
C -1.11 3.21 2.30
C -2.60 3.11 1.97
O -2.96 2.80 0.69
C -4.23 2.20 0.58
N -0.57 1.90 1.98
H 0.67 4.22 1.55
H -0.84 5.16 1.42
H -0.39 3.80 0.36
H -1.03 3.50 3.35
H -2.83 4.14 2.26
H -2.89 2.43 2.77
H -4.20 1.28 1.15
H -4.41 1.95 -0.47
H -4.95 2.90 1.02
H -1.06 1.09 2.33
H -0.67 1.77 0.98
*
```

List of natural (NBO) charges in e, atom by atom:
1. B 1.297
2. F -0.550
3. F -0.552
4. F -0.573
5. F -0.552
6. C -0.636
7. C -0.054
8. O -0.776
9. H 0.230
10. H 0.193
11. H 0.212
12. H 0.149
13. H 0.179
14. H 0.507
15. C -0.628
16. C -0.061
17. O -0.737
18. H 0.204
19. H 0.199
20. H 0.203
21. H 0.166
22. H 0.148
23. H 0.499
24. O -0.982
25. H 0.473
26. H 0.487
27. O -0.959
28. H 0.468
29. H 0.484
30. O -0.946
31. H 0.462
32. H 0.484
33. O -0.989
34. H 0.472
35. H 0.480
36. C -0.627
37. C -0.072
38. C -0.059
39. O -0.563
40. C -0.263
41. N -0.848
42. H 0.219
43. H 0.182
44. H 0.209
45. H 0.205
46. H 0.152
47. H 0.171
48. H 0.194
49. H 0.174
50. H 0.170
51. H 0.386
52. H 0.360
53. C -0.632
54. C -0.060
55. C -0.074
56. O -0.564
57. C -0.240
58. N -0.855
59. H 0.217
60. H 0.198
61. H 0.239
62. H 0.182
63. H 0.150
64. H 0.165
65. H 0.173
66. H 0.207
67. H 0.166
68. H 0.362
69. H 0.371

***

Computed, not measured: a structure of composition C4H16AgClN4O4 in a non-equilibrium geometry, with ωB97M-V with the def2-TZVPD basis set.

Calculated values
- energy (hartree) = -1288.9041
- relative energy (zero: lowest compared OMol25 entry of this formula, charge and spin) (kcal/mol) = 0.0
- orbital gap (alpha / beta) (eV) = 8.8 / 4.8

Structure (ORCA input):
```
! RIJCOSX wB97M-V def2-TZVPD def2/J DEFGRID3
* xyz 1 2
Ag -2.05 -2.14 2.31
Cl -1.05 -1.08 0.10
C -0.54 2.77 0.81
O 0.09 1.97 -0.18
H -1.24 3.48 0.37
H -1.04 2.19 1.59
H 0.21 3.34 1.37
H -0.01 1.06 0.11
C 2.15 0.28 -2.14
O 2.00 -0.63 -1.08
H 3.01 0.93 -1.98
H 2.27 -0.25 -3.09
H 1.29 0.94 -2.27
H 1.10 -0.97 -1.03
C 1.13 -1.93 3.23
O -0.08 -1.72 3.32
N 1.87 -1.42 2.21
N 1.79 -2.71 4.14
H 1.40 -0.98 1.44
H 2.84 -1.70 2.18
H 1.24 -2.87 4.97
H 2.77 -2.90 4.06
C -2.64 0.66 -2.93
O -3.20 0.80 -4.08
N -1.58 1.40 -2.60
N -3.13 -0.25 -2.08
H -1.19 2.00 -3.31
H -1.07 1.13 -1.76
H -3.69 -0.99 -2.48
H -2.64 -0.40 -1.19
*
```

List of natural (NBO) charges in e, atom by atom:
1. Ag 0.933
2. Cl -0.867
3. C -0.258
4. O -0.761
5. H 0.176
6. H 0.176
7. H 0.184
8. H 0.491
9. C -0.239
10. O -0.746
11. H 0.195
12. H 0.164
13. H 0.143
14. H 0.480
15. C 0.803
16. O -0.812
17. N -0.809
18. N -0.822
19. H 0.431
20. H 0.399
21. H 0.418
22. H 0.407
23. C 0.703
24. O -0.080
25. N -0.739
26. N -0.759
27. H 0.438
28. H 0.462
29. H 0.432
30. H 0.455